1.
# C48H44N4O4P2S2Ti

C48H44N4O4P2S2Ti as an isolated structure in a non-equilibrium geometry (wB97M-V/def2-TZVPD, the OMol25 dataset).

Summary:
- total charge = +2
- spin multiplicity = 1
- frontier orbital gap (spin up / spin down) (eV) = 5.894 / 5.893

Last column: Löwdin charge in e.
Element x y z (Å)
Ti1 10.073 12.124 13.561  0.881
O1 14.081 8.175 13.271  -0.445
S1 13.126 9.281 13.059  0.964
C1 11.727 8.577 12.198  -0.399
C2 11.689 7.229 12.158  -0.079
C3 10.849 6.522 11.326  -0.020
C4 10.011 7.233 10.506  -0.033
C5 10.087 8.616 10.495  -0.043
C6 10.905 9.321 11.373  -0.347
P1 11.185 11.099 11.322  1.103
C7 10.583 13.944 12.365  -0.368
C8 11.546 14.441 11.364  -0.066
C9 11.167 14.858 10.160  -0.052
C10 9.793 14.999 9.645  -0.051
C11 8.615 14.677 10.203  -0.050
C12 8.332 14.027 11.542  -0.417
C13 11.925 11.303 9.707  -0.342
C14 13.113 10.629 9.375  -0.066
C15 13.554 10.734 8.069  -0.061
C16 12.832 11.445 7.109  -0.054
C17 11.626 12.071 7.419  -0.037
C18 11.225 12.026 8.755  -0.107
C19 12.338 9.470 14.723  -0.318
C20 12.011 8.325 15.413  -0.046
C21 11.585 8.361 16.755  -0.029
C22 11.471 9.570 17.393  -0.049
C23 11.774 10.739 16.690  -0.077
C24 12.192 10.729 15.363  -0.348
P2 12.483 12.281 14.447  1.069
C25 12.698 13.632 15.610  -0.343
C26 11.652 13.986 16.464  -0.112
C27 11.804 15.115 17.224  -0.066
C28 12.975 15.830 17.204  -0.065
C29 14.019 15.467 16.394  -0.042
C30 13.883 14.347 15.570  -0.058
C31 14.037 12.121 13.569  -0.420
C32 15.174 11.556 14.226  -0.081
C33 16.396 11.475 13.596  -0.046
C34 16.520 12.042 12.345  -0.048
C35 15.424 12.572 11.672  -0.040
C36 14.167 12.583 12.269  -0.130
H1 12.430 6.705 12.759  0.115
H2 10.833 5.436 11.383  0.129
H3 9.412 6.694 9.816  0.112
H4 9.456 9.137 9.785  0.114
H5 12.607 14.460 11.601  0.102
H6 11.933 15.217 9.475  0.127
H7 9.829 15.423 8.623  0.132
H8 7.725 14.868 9.610  0.121
H9 7.403 13.497 11.567  0.112
H10 13.648 9.998 10.063  0.107
H11 14.445 10.203 7.742  0.119
H12 13.251 11.455 6.086  0.126
H13 10.977 12.507 6.677  0.112
H14 10.339 12.496 9.107  0.057
H15 12.109 7.366 14.923  0.115
H16 11.262 7.432 17.200  0.121
H17 11.210 9.641 18.449  0.127
H18 11.691 11.647 17.243  0.092
H19 10.710 13.486 16.460  0.069
H20 11.013 15.447 17.877  0.121
H21 13.075 16.649 17.909  0.124
H22 14.909 16.066 16.373  0.115
H23 14.665 14.016 14.916  0.097
H24 15.055 11.164 15.223  0.122
H25 17.282 10.980 13.996  0.130
H26 17.453 11.885 11.815  0.120
H27 15.509 12.856 10.629  0.116
H28 13.293 12.882 11.741  0.030
C37 7.576 11.249 9.803  -0.016
C38 8.351 11.228 11.100  -0.331
N1 9.590 11.930 11.223  -0.169
N2 9.435 13.171 12.012  -0.242
C39 10.028 15.060 13.118  -0.502
N3 10.662 15.931 13.862  0.227
S2 8.324 15.205 12.949  1.207
C40 8.041 10.463 12.188  -0.215
C41 6.861 9.651 12.321  0.003
C42 6.675 8.964 13.467  -0.049
C43 7.560 9.032 14.567  -0.069
C44 8.647 9.809 14.459  -0.134
N4 8.917 10.538 13.305  -0.045
H29 8.280 11.339 8.946  0.088
H30 6.967 10.344 9.757  0.080
H31 6.942 12.149 9.744  0.077
H32 11.611 15.807 14.066  0.110
H33 10.215 16.562 14.518  0.150
H34 6.125 9.658 11.563  0.103
H35 5.769 8.340 13.603  0.133
H36 7.406 8.423 15.462  0.123
H37 9.430 9.797 15.231  0.104
C45 7.799 11.961 17.342  0.016
C46 7.266 12.904 16.249  -0.520
C47 6.169 13.795 16.847  0.002
O2 6.766 12.269 15.084  0.005
C48 8.472 13.698 15.754  -0.504
O3 8.758 14.829 16.046  0.116
O4 9.264 12.988 14.927  -0.194
H38 7.003 11.317 17.703  0.100
H39 8.146 12.532 18.203  0.104
H40 8.625 11.345 16.950  0.072
H41 5.372 13.179 17.259  0.098
H42 5.774 14.489 16.058  0.116
H43 6.537 14.398 17.676  0.097
H44 5.803 12.277 15.133  0.113



2.
# C48H45BF3N6O7P4S3Y

C48H45BF3N6O7P4S3Y as an isolated structure in a non-equilibrium geometry (wB97M-V/def2-TZVPD, the OMol25 dataset).

Summary:
- total charge = -2
- spin multiplicity = 1
- frontier orbital gap (eV) = 5.492

Last column: Löwdin charge in e.
Element x y z (Å)
Y1 -0.700 0.551 -0.809  1.263
S1 2.960 2.587 -2.497  0.287
P1 2.789 0.778 -1.725  0.388
C1 1.649 0.319 -0.467  -0.626
P2 1.972 1.201 0.993  0.362
S2 0.338 1.725 1.999  0.306
C2 3.069 2.667 0.931  -0.364
C3 2.482 3.891 0.617  -0.127
C4 3.251 5.042 0.597  -0.090
C5 4.608 4.979 0.885  -0.107
C6 5.195 3.760 1.190  -0.099
C7 4.427 2.604 1.216  -0.115
C8 2.841 0.142 2.242  -0.342
C9 3.240 0.658 3.475  -0.110
C10 3.685 -0.187 4.478  -0.100
C11 3.730 -1.562 4.269  -0.120
C12 3.330 -2.082 3.048  -0.098
C13 2.886 -1.231 2.043  -0.115
C14 2.693 -0.388 -3.153  -0.341
C15 3.615 -0.202 -4.184  -0.119
C16 3.653 -1.073 -5.261  -0.105
C17 2.758 -2.135 -5.326  -0.111
C18 1.832 -2.318 -4.313  -0.073
C19 1.809 -1.448 -3.228  -0.084
C20 4.471 0.199 -1.196  -0.328
C21 5.608 0.992 -1.238  -0.125
C22 6.831 0.489 -0.810  -0.103
C23 6.924 -0.812 -0.339  -0.113
C24 5.794 -1.624 -0.325  -0.092
C25 4.580 -1.122 -0.761  -0.097
H1 1.423 3.919 0.385  0.082
H2 2.789 5.992 0.353  0.099
H3 5.207 5.883 0.877  0.088
H4 6.256 3.706 1.413  0.093
H5 4.886 1.653 1.453  0.102
H6 3.183 1.726 3.648  0.105
H7 3.983 0.222 5.437  0.092
H8 4.079 -2.220 5.057  0.086
H9 3.359 -3.153 2.876  0.096
H10 2.557 -1.617 1.086  0.059
H11 4.292 0.643 -4.130  0.076
H12 4.378 -0.921 -6.053  0.089
H13 2.790 -2.821 -6.166  0.089
H14 1.114 -3.127 -4.360  0.097
H15 1.100 -1.584 -2.435  0.052
H16 5.513 2.010 -1.599  0.066
H17 7.716 1.115 -0.844  0.092
H18 7.874 -1.198 0.014  0.087
H19 5.864 -2.645 0.033  0.095
H20 3.696 -1.748 -0.775  0.097
B1 -2.018 -2.527 -3.373  -0.437
N1 -3.301 -1.921 -2.762  -0.080
C26 -4.457 -2.538 -2.505  -0.104
C27 -5.287 -1.657 -1.828  -0.074
C28 -4.524 -0.495 -1.713  -0.155
N2 -3.325 -0.668 -2.271  0.015
N3 -1.123 -2.987 -2.184  -0.079
C29 -0.681 -4.233 -1.976  -0.112
C30 0.176 -4.222 -0.889  -0.065
C31 0.187 -2.888 -0.488  -0.201
N4 -0.605 -2.148 -1.267  -0.007
H21 -2.317 -3.514 -4.001  0.066
H22 -1.444 -1.693 -4.019  0.066
H23 -4.627 -3.556 -2.818  0.110
H24 -6.289 -1.829 -1.472  0.079
H25 -4.775 0.439 -1.242  0.092
H26 -0.994 -5.046 -2.612  0.107
H27 0.712 -5.051 -0.459  0.081
H28 0.740 -2.434 0.315  0.074
C32 -0.130 4.273 -3.702  -0.085
C33 -1.385 3.449 -3.463  -0.595
O1 -2.443 3.926 -4.283  -0.047
P3 -1.101 1.687 -3.921  0.503
O2 -0.427 1.728 -5.376  -0.100
O3 -2.501 1.067 -4.208  -0.130
O4 -0.237 0.873 -3.004  -0.370
P4 -1.792 3.547 -1.659  0.318
O5 -3.027 2.439 -1.716  -0.215
O6 -2.321 4.868 -1.263  -0.295
O7 -0.661 2.908 -0.897  -0.411
H29 0.038 4.396 -4.772  0.083
H30 0.733 3.788 -3.241  -0.006
H31 -0.265 5.254 -3.242  0.086
H32 -3.273 3.666 -3.864  0.086
H33 0.537 1.670 -5.253  0.093
H34 -2.803 0.445 -3.465  0.044
H35 -3.430 2.442 -0.829  0.045
N5 -0.897 -4.486 5.675  0.072
C34 -1.818 -4.551 4.695  -0.815
S3 -2.987 -5.730 4.772  0.610
C35 -1.710 -3.562 3.609  -0.236
C36 -0.760 -2.539 3.631  0.004
C37 -0.702 -1.639 2.581  -0.127
N6 -1.500 -1.703 1.521  0.064
C38 -2.415 -2.668 1.496  -0.118
C39 -2.563 -3.605 2.503  -0.031
H36 -1.018 -5.097 6.463  0.083
H37 -0.249 -3.721 5.741  0.084
H38 -0.053 -2.412 4.442  0.100
H39 0.009 -0.818 2.590  0.040
H40 -3.052 -2.686 0.616  0.115
H41 -3.316 -4.377 2.441  0.077
F1 -7.575 3.141 5.608  0.116
C40 -7.674 1.950 4.978  -0.571
F2 -7.788 1.007 5.943  0.115
F3 -8.876 1.964 4.340  0.113
C41 -6.539 1.686 4.052  -0.153
C42 -5.736 2.726 3.596  -0.018
C43 -4.711 2.466 2.707  -0.011
C44 -4.468 1.162 2.249  -0.238
C45 -5.281 0.124 2.730  -0.017
C46 -6.305 0.385 3.618  -0.023
C47 -3.425 0.908 1.318  -0.142
C48 -2.526 0.689 0.517  -0.182
H42 -5.913 3.736 3.941  0.114
H43 -4.073 3.265 2.353  0.122
H44 -5.090 -0.887 2.394  0.110
H45 -6.928 -0.422 3.986  0.117



3.
# C48H46N4O3PbS3

C48H46N4O3PbS3 as an isolated structure in a non-equilibrium geometry (wB97M-V/def2-TZVPD, the OMol25 dataset).

Summary:
- spin multiplicity = 1
- frontier orbital gap (eV) = 7.103

Last column: Löwdin charge in e.
Element x y z (Å)
Pb1 -15.750 -12.236 7.076  0.984
C1 -18.400 -18.716 1.407  -0.071
C2 -18.290 -18.061 2.706  -0.297
C3 -18.422 -16.681 2.789  -0.028
C4 -18.246 -15.983 4.022  -0.068
C5 -17.995 -16.720 5.150  -0.368
C6 -17.848 -18.086 5.117  -0.064
C7 -18.037 -18.782 3.901  0.001
S1 -17.510 -15.892 6.725  1.024
O1 -16.676 -16.879 7.525  -0.495
C8 -19.184 -15.904 7.404  -0.305
C9 -20.137 -15.075 6.741  -0.046
C10 -21.350 -14.876 7.343  -0.010
C11 -21.707 -15.479 8.556  -0.168
C12 -22.980 -15.199 9.147  -0.005
C13 -23.261 -15.812 10.350  -0.077
C14 -22.390 -16.744 10.932  -0.068
C15 -21.179 -17.003 10.360  0.001
C16 -20.812 -16.374 9.132  -0.089
C17 -19.488 -16.576 8.551  -0.149
C18 -18.549 -17.433 9.367  -0.165
C19 -18.450 -18.843 9.192  -0.120
C20 -19.128 -19.472 8.120  -0.021
C21 -18.820 -20.756 7.761  -0.072
C22 -17.816 -21.488 8.461  -0.073
C23 -17.263 -20.889 9.529  -0.052
C24 -17.573 -19.595 9.984  -0.156
C25 -16.874 -19.001 11.061  -0.007
C26 -16.994 -17.657 11.247  -0.037
C27 -17.808 -16.872 10.387  -0.287
S2 -17.820 -15.071 10.501  1.012
O2 -18.452 -14.736 11.814  -0.497
C28 -16.028 -14.908 10.778  -0.385
C29 -15.618 -14.567 12.062  -0.103
C30 -14.274 -14.485 12.342  -0.055
C31 -13.334 -14.667 11.323  -0.249
C32 -11.845 -14.497 11.609  -0.058
C33 -13.803 -15.035 10.054  -0.024
C34 -15.130 -15.209 9.781  -0.080
H1 -17.920 -18.059 0.667  0.087
H2 -19.431 -18.895 1.034  0.099
H3 -17.913 -19.667 1.339  0.069
H4 -18.717 -16.098 1.910  0.118
H5 -18.251 -14.886 4.001  0.111
H6 -17.481 -18.575 6.010  0.096
H7 -17.979 -19.871 3.877  0.113
H8 -19.860 -14.566 5.845  0.081
H9 -22.035 -14.137 6.943  0.121
H10 -23.627 -14.418 8.801  0.107
H11 -24.126 -15.574 10.908  0.089
H12 -22.662 -17.155 11.905  0.111
H13 -20.578 -17.752 10.825  0.112
H14 -19.896 -18.872 7.602  0.132
H15 -19.327 -21.329 6.962  0.112
H16 -17.541 -22.516 8.244  0.107
H17 -16.503 -21.373 10.124  0.112
H18 -16.279 -19.592 11.743  0.116
H19 -16.445 -17.154 12.071  0.127
H20 -16.369 -14.458 12.846  0.115
H21 -13.921 -14.186 13.331  0.116
H22 -11.179 -15.322 11.312  0.079
H23 -11.726 -14.462 12.740  0.090
H24 -11.366 -13.573 11.276  0.056
H25 -13.136 -15.342 9.283  0.112
H26 -15.444 -15.540 8.836  0.066
S3 -15.719 -9.877 5.847  0.497
C35 -15.781 -10.769 4.338  -0.785
C36 -15.747 -10.107 3.108  -0.108
C37 -15.713 -10.834 1.929  -0.085
C38 -15.557 -12.203 1.980  -0.084
C39 -15.562 -12.796 3.241  -0.135
N1 -15.683 -12.106 4.389  -0.074
H27 -15.798 -8.999 3.106  0.111
H28 -15.735 -10.322 0.970  0.107
H29 -15.511 -12.885 1.120  0.105
H30 -15.439 -13.870 3.391  0.109
C40 -18.715 -10.720 7.340  -0.126
C41 -18.064 -11.862 6.614  -0.613
O3 -18.653 -12.416 5.729  -0.057
H31 -19.404 -10.188 6.705  0.078
H32 -17.997 -10.058 7.763  0.025
H33 -19.229 -11.166 8.182  0.066
C42 -12.372 -9.919 11.627  -0.155
C43 -12.304 -10.330 10.160  -0.183
N2 -13.652 -10.411 9.612  0.078
C44 -14.738 -10.874 10.284  -0.373
N3 -15.850 -11.113 9.601  -0.024
C45 -16.955 -11.609 10.403  -0.247
C46 -17.087 -10.927 11.744  -0.140
C47 -15.799 -11.099 12.503  -0.167
N4 -14.647 -10.980 11.650  -0.031
C48 -13.347 -10.862 12.330  -0.142
H34 -12.774 -8.902 11.679  0.123
H35 -11.362 -10.018 12.014  0.115
H36 -11.772 -11.314 10.100  0.118
H37 -11.701 -9.597 9.624  0.118
H38 -13.737 -10.489 8.614  0.088
H39 -16.772 -12.674 10.515  0.059
H40 -17.908 -11.512 9.856  0.099
H41 -17.886 -11.374 12.323  0.117
H42 -17.380 -9.901 11.558  0.117
H43 -15.769 -12.068 13.034  0.113
H44 -15.688 -10.322 13.288  0.127
H45 -12.905 -11.864 12.426  0.103
H46 -13.536 -10.499 13.368  0.129



4.
# C48H46N5O6PRbS2

C48H46N5O6PRbS2 as an isolated structure in a non-equilibrium geometry (wB97M-V/def2-TZVPD, the OMol25 dataset).

Summary:
- total charge = -1
- spin multiplicity = 1
- frontier orbital gap (eV) = 4.778

Last column: Löwdin charge in e.
Element x y z (Å)
Rb1 -0.057 -0.692 -0.369  0.772
C1 1.992 -0.471 3.504  -0.108
C2 1.102 -1.537 3.529  -0.102
C3 1.117 -2.478 2.508  -0.095
C4 2.029 -2.363 1.466  -0.128
C5 2.905 -1.285 1.431  -0.092
C6 2.882 -0.338 2.446  -0.085
H1 1.996 0.254 4.309  0.100
H2 0.405 -1.639 4.352  0.099
H3 0.435 -3.319 2.539  0.110
H4 2.064 -3.112 0.683  0.104
H5 3.614 -1.196 0.617  0.114
H6 3.566 0.502 2.421  0.107
C7 -0.702 4.661 -1.059  -0.112
C8 -0.857 3.660 -2.005  -0.092
C9 -1.656 2.555 -1.737  -0.074
C10 -2.317 2.446 -0.518  -0.390
C11 -2.141 3.452 0.436  -0.136
C12 -1.346 4.554 0.169  -0.096
P1 -3.359 1.009 -0.040  1.065
C13 -4.969 1.908 0.115  -0.375
C14 -5.959 1.296 0.883  -0.114
C15 -7.244 1.815 0.945  -0.103
C16 -7.558 2.969 0.243  -0.111
C17 -6.578 3.600 -0.512  -0.095
C18 -5.295 3.077 -0.575  -0.096
C19 -3.602 0.067 -1.591  -0.479
C20 -4.683 0.186 -2.474  -0.117
C21 -4.795 -0.715 -3.523  -0.135
C22 -3.834 -1.706 -3.695  -0.124
C23 -2.744 -1.781 -2.830  -0.176
C24 -2.607 -0.914 -1.738  -0.266
H7 -0.076 5.520 -1.270  0.098
H8 -0.349 3.740 -2.959  0.107
H9 -1.777 1.773 -2.479  0.106
H10 -2.645 3.366 1.394  0.100
H11 -1.219 5.331 0.915  0.098
H12 -5.710 0.388 1.423  0.092
H13 -8.004 1.318 1.537  0.094
H14 -8.560 3.378 0.285  0.092
H15 -6.822 4.499 -1.066  0.097
H16 -4.538 3.571 -1.172  0.106
H17 -5.435 0.958 -2.352  0.084
H18 -5.637 -0.642 -4.204  0.083
H19 -3.942 -2.425 -4.505  0.085
H20 -1.994 -2.550 -3.004  0.064
C25 -1.214 -3.433 -7.957  -0.059
C26 -0.553 -3.244 -6.617  -0.279
C27 -0.542 -1.990 -6.014  -0.034
C28 0.084 -1.791 -4.794  -0.059
C29 0.700 -2.858 -4.162  -0.275
C30 0.696 -4.115 -4.743  -0.051
C31 0.072 -4.304 -5.967  -0.044
S1 1.456 -2.633 -2.551  0.516
O1 2.662 -3.439 -2.536  -0.325
O2 0.439 -3.026 -1.590  -0.457
N1 1.692 -1.091 -2.333  -0.260
C32 2.567 -0.329 -3.037  -0.289
C33 3.310 -0.724 -4.150  -0.030
C34 4.146 0.168 -4.830  -0.093
C35 4.286 1.472 -4.430  -0.077
C36 3.578 1.924 -3.298  -0.169
C37 3.684 3.246 -2.810  -0.027
C38 2.976 3.624 -1.706  -0.065
C39 2.151 2.672 -1.080  -0.160
N2 2.021 1.438 -1.498  0.100
C40 2.717 1.040 -2.592  -0.155
H21 -2.106 -2.811 -8.036  0.074
H22 -1.498 -4.473 -8.116  0.070
H23 -0.537 -3.138 -8.763  0.078
H24 -1.042 -1.160 -6.500  0.115
H25 0.085 -0.818 -4.320  0.117
H26 1.186 -4.932 -4.227  0.115
H27 0.066 -5.290 -6.417  0.106
H28 3.236 -1.751 -4.481  0.099
H29 4.695 -0.183 -5.695  0.099
H30 4.937 2.159 -4.958  0.097
H31 4.334 3.941 -3.329  0.110
H32 3.041 4.629 -1.307  0.099
H33 1.572 2.954 -0.206  0.089
C41 -5.986 3.608 6.422  -0.120
C42 -4.853 4.026 7.346  -0.287
S2 -3.550 2.774 7.411  0.646
O3 -2.699 3.062 8.536  -0.312
O4 -4.158 1.467 7.327  -0.320
C43 -2.626 3.037 5.892  -0.198
C44 -1.641 1.879 5.727  -0.146
N3 -1.156 1.770 4.363  0.056
C45 -1.601 0.875 3.447  -0.330
N4 -0.936 0.957 2.311  0.116
C46 -0.008 1.918 2.474  -0.045
C47 -0.113 2.451 3.739  -0.150
N5 0.633 3.498 4.288  -0.346
O5 1.539 3.950 3.614  0.084
O6 0.378 3.891 5.421  0.058
C48 -2.743 -0.045 3.682  0.018
H34 -6.839 4.275 6.535  0.077
H35 -6.299 2.594 6.664  0.073
H36 -5.678 3.629 5.376  0.075
H37 -5.176 4.123 8.382  0.101
H38 -4.362 4.949 7.037  0.101
H39 -2.100 3.985 5.972  0.102
H40 -3.355 3.053 5.080  0.109
H41 -2.147 0.948 5.974  0.114
H42 -0.802 2.015 6.403  0.131
H43 0.683 2.199 1.697  0.115
H44 -3.519 0.424 4.288  0.082
H45 -2.421 -0.961 4.183  0.091
H46 -3.150 -0.312 2.708  0.059



Relative energy (zero: lowest compared OMol25 entry of this formula, charge and spin), respectively: 452.07, 71.34, 117.11, 37.08 kJ/mol.